No. 1
C43H64Cl2O5P2SiTc | ωB97M-V with the def2-TZVPD basis set

Calculated values
frontier orbital gap (spin up / spin down) = 0.29875 / 0.24403 hartree
HOMO energy (spin up / spin down) = -7.755 / -7.593 eV
2S+1 = 4
total charge = 0
energy above the lowest of the compared OMol25 structures with the same formula, charge and spin = 59.8 kcal per mole
<S²> = 3.775

Each line ends with the Löwdin spin population.
Geometry (Å):
Tc: 0.135 -0.109 -0.238  1.837
C: 3.332 0.972 0.942  -0.004
Si: 1.674 1.648 0.407  -0.006
C: 1.084 2.732 1.831  0.000
C: 2.034 3.562 2.444  -0.001
C: 1.707 4.388 3.504  0.000
C: 0.408 4.383 3.989  0.000
C: -0.538 3.555 3.411  -0.001
C: -0.222 2.727 2.326  -0.002
P: -1.494 1.630 1.559  -0.002
C: -2.605 2.878 0.717  0.001
C: -3.109 4.098 1.499  0.000
C: -4.011 4.972 0.621  0.000
C: -3.263 5.455 -0.616  0.000
C: -2.717 4.268 -1.405  0.000
C: -1.844 3.377 -0.519  0.002
C: -2.328 0.971 3.131  -0.001
C: -2.890 -0.459 2.999  0.001
C: -4.342 -0.526 2.511  0.001
C: -5.282 0.312 3.365  0.000
C: -4.787 1.752 3.361  0.000
C: -3.363 1.813 3.907  0.000
C: 1.962 2.817 -1.067  -0.006
C: 2.653 4.027 -0.941  -0.001
C: 2.926 4.821 -2.042  0.000
C: 2.534 4.405 -3.310  0.000
C: 1.859 3.208 -3.460  0.000
C: 1.554 2.423 -2.344  -0.002
P: 0.697 0.823 -2.450  0.022
C: -2.692 -0.694 -1.926  0.632
C: -3.701 -0.731 -0.826  0.092
C: -4.729 -1.848 -1.048  0.013
C: -5.190 -1.811 -2.507  0.003
C: -4.024 -2.123 -3.473  0.044
C: -2.642 -1.894 -2.811  0.080
C: -0.462 0.888 -3.923  0.007
C: 0.214 0.639 -5.287  0.001
C: -0.766 0.815 -6.450  0.001
C: -1.499 2.149 -6.386  0.000
C: -2.298 2.216 -5.090  0.001
C: -1.360 2.136 -3.886  -0.001
H: 3.985 1.749 1.352  -0.001
H: 3.838 0.507 0.093  0.000
H: 3.173 0.209 1.709  0.000
H: 3.063 3.538 2.103  0.000
H: 2.463 5.015 3.960  0.000
H: 0.128 5.016 4.823  0.000
H: -1.531 3.563 3.825  0.000
H: -3.476 2.298 0.383  0.000
H: -2.252 4.693 1.823  0.000
H: -3.665 3.804 2.385  0.000
H: -4.375 5.822 1.203  0.000
H: -4.890 4.391 0.314  0.000
H: -2.424 6.086 -0.301  0.000
H: -3.911 6.069 -1.246  0.000
H: -2.140 4.626 -2.260  0.000
H: -3.555 3.678 -1.799  0.000
H: -0.969 3.949 -0.184  0.000
H: -1.456 2.524 -1.075  0.003
H: -1.438 0.901 3.759  0.000
H: -2.841 -0.923 3.990  0.000
H: -2.240 -1.037 2.354  0.001
H: -4.669 -1.569 2.490  0.000
H: -4.410 -0.145 1.492  0.001
H: -5.290 -0.067 4.393  0.000
H: -6.305 0.249 2.986  0.000
H: -5.434 2.388 3.971  0.000
H: -4.820 2.144 2.339  0.000
H: -3.383 1.392 4.919  0.000
H: -3.059 2.846 4.026  0.000
H: 2.981 4.363 0.036  0.000
H: 3.453 5.760 -1.918  0.000
H: 2.759 5.009 -4.182  0.000
H: 1.582 2.892 -4.457  0.000
H: -2.510 0.275 -2.376  0.043
H: -4.217 0.234 -0.765  0.008
H: -3.202 -0.859 0.142  0.031
H: -5.569 -1.719 -0.365  0.001
H: -4.291 -2.829 -0.831  0.000
H: -5.588 -0.813 -2.711  0.001
H: -6.007 -2.515 -2.668  0.000
H: -4.108 -1.504 -4.369  0.000
H: -4.074 -3.163 -3.800  0.005
H: -1.867 -1.813 -3.575  0.001
H: -2.389 -2.782 -2.225  0.014
H: -1.111 0.030 -3.758  0.001
H: 0.593 -0.381 -5.301  0.000
H: 1.079 1.283 -5.439  0.000
H: -1.507 0.007 -6.423  0.000
H: -0.220 0.717 -7.390  0.000
H: -2.148 2.274 -7.254  0.000
H: -0.770 2.968 -6.399  0.000
H: -3.004 1.378 -5.061  0.000
H: -2.883 3.137 -5.033  0.000
H: -1.952 2.113 -2.976  0.000
H: -0.755 3.046 -3.845  0.000
C: -1.850 -3.780 1.801  0.000
C: -0.661 -3.218 1.032  0.002
C: 0.261 -4.356 0.627  0.002
O: -1.129 -2.544 -0.155  0.019
C: 0.082 -2.210 1.952  0.007
O: 0.602 -2.614 2.967  0.013
O: -0.001 -0.946 1.611  0.047
H: -2.337 -4.563 1.215  0.000
H: -2.583 -3.002 2.028  0.000
H: -1.504 -4.204 2.742  0.000
H: -0.298 -5.085 0.036  0.000
H: 0.646 -4.835 1.528  0.000
H: 1.100 -3.995 0.039  0.001
H: -2.075 -2.398 -0.057  0.002
Cl: 1.883 -1.530 -0.599  0.087
Cl: 5.087 -2.219 -2.744  0.000
C: 3.506 -1.720 -3.355  0.001
C: 3.142 -0.314 -2.939  0.000
O: 3.860 0.506 -2.467  -0.001
O: 1.832 -0.095 -3.255  -0.004
H: 2.749 -2.408 -2.995  0.001
H: 3.532 -1.747 -4.443  0.000

---

No. 2
C43H65N2O3P2PdSSi3 | ωB97M-V with the def2-TZVPD basis set

Calculated values
frontier orbital gap (spin up / spin down) = 0.26173 / 0.25022 hartree
HOMO energy (spin up / spin down) = -4.564 / -4.934 eV
2S+1 = 3
total charge = -1
energy above the lowest of the compared OMol25 structures with the same formula, charge and spin = 19.6 kcal per mole
<S²> = 2.011

Each line ends with the Löwdin spin population.
Geometry (Å):
Pd: -0.694 0.069 1.091  1.047
C: 0.067 -3.090 0.122  0.008
Si: 1.189 -1.820 -0.680  0.018
C: 0.496 -1.458 -2.375  0.000
C: 2.834 -2.693 -0.915  0.007
N: 1.372 -0.323 0.168  0.127
P: 1.971 -0.059 1.644  0.055
C: 0.986 0.869 2.691  0.307
P: 0.331 2.357 2.151  0.060
N: -0.193 2.257 0.639  0.173
Si: -1.399 2.914 -0.408  0.018
C: -0.723 4.431 -1.290  0.008
C: -1.775 1.702 -1.775  0.001
C: -2.909 3.438 0.547  -0.001
C: -0.936 2.766 3.445  0.001
C: -0.814 3.865 4.294  0.000
C: -1.736 4.102 5.310  0.000
C: -2.804 3.241 5.497  0.000
C: -2.934 2.133 4.667  0.001
C: -2.008 1.899 3.664  0.002
C: 1.347 3.886 2.187  0.010
C: 0.763 5.103 1.833  0.005
C: 1.528 6.253 1.730  0.000
C: 2.898 6.204 1.970  0.003
C: 3.489 5.002 2.322  0.000
C: 2.713 3.853 2.431  0.007
C: 3.677 0.578 1.471  0.008
C: 4.188 0.881 0.217  0.004
C: 5.455 1.441 0.091  0.001
C: 6.219 1.695 1.220  0.002
C: 5.716 1.389 2.481  0.000
C: 4.452 0.837 2.603  0.006
C: 2.264 -1.628 2.567  0.001
C: 1.210 -2.196 3.282  0.004
C: 1.376 -3.388 3.967  0.000
C: 2.610 -4.030 3.966  0.001
C: 3.670 -3.471 3.271  0.000
C: 3.495 -2.279 2.576  0.000
H: -0.304 -3.769 -0.652  0.001
H: -0.820 -2.657 0.598  0.004
H: 0.596 -3.681 0.874  0.000
H: 0.790 -2.245 -3.075  0.000
H: 0.863 -0.501 -2.755  0.000
H: -0.596 -1.413 -2.357  0.000
H: 2.680 -3.693 -1.329  0.001
H: 3.375 -2.800 0.026  0.000
H: 3.471 -2.135 -1.608  0.000
H: 0.171 4.159 -1.859  0.000
H: -0.454 5.241 -0.612  0.000
H: -1.468 4.816 -1.995  0.001
H: -1.364 2.062 -2.722  0.000
H: -2.845 1.530 -1.889  0.000
H: -1.313 0.735 -1.554  0.000
H: -2.763 4.422 1.003  0.000
H: -3.107 2.721 1.341  0.000
H: -3.799 3.473 -0.084  0.000
H: 0.017 4.548 4.189  0.000
H: -1.609 4.962 5.956  0.000
H: -3.524 3.423 6.286  0.000
H: -3.759 1.443 4.797  0.000
H: -2.141 1.019 3.040  0.002
H: -0.303 5.150 1.645  0.000
H: 1.058 7.190 1.455  0.000
H: 3.497 7.102 1.883  0.000
H: 4.555 4.951 2.508  0.000
H: 3.180 2.917 2.707  0.003
H: 3.569 0.696 -0.654  0.001
H: 5.842 1.684 -0.890  0.000
H: 7.204 2.135 1.121  0.000
H: 6.309 1.587 3.366  0.000
H: 4.051 0.607 3.585  0.002
H: 0.255 -1.680 3.318  0.003
H: 0.542 -3.814 4.511  0.000
H: 2.743 -4.957 4.511  0.000
H: 4.637 -3.960 3.265  0.000
H: 4.329 -1.862 2.026  0.000
C: -5.879 -0.759 3.432  0.001
C: -6.454 0.006 2.247  0.000
C: -5.930 1.435 2.233  0.001
C: -7.975 0.004 2.294  0.000
O: -6.087 -0.704 1.061  0.000
Si: -4.818 -0.544 0.011  0.016
S: -3.023 -0.681 1.025  0.071
O: -5.023 -1.795 -1.046  0.004
C: -5.309 -3.181 -0.875  0.000
C: -6.765 -3.363 -0.465  0.000
C: -5.059 -3.813 -2.237  0.000
C: -4.380 -3.791 0.169  0.002
O: -4.992 0.801 -0.917  0.002
C: -5.936 1.073 -1.957  0.000
C: -5.992 2.588 -2.089  0.000
C: -7.318 0.531 -1.604  0.000
C: -5.436 0.442 -3.253  0.000
H: -6.139 -0.270 4.375  0.000
H: -4.793 -0.809 3.341  0.001
H: -6.273 -1.778 3.447  0.000
H: -6.273 1.969 3.122  0.000
H: -6.282 1.968 1.347  0.000
H: -4.842 1.444 2.222  0.001
H: -8.330 0.434 3.233  0.000
H: -8.350 -1.017 2.210  0.000
H: -8.385 0.591 1.470  0.000
H: -7.431 -2.967 -1.236  0.000
H: -6.969 -2.839 0.468  0.000
H: -6.982 -4.426 -0.336  0.000
H: -5.689 -3.338 -2.990  0.000
H: -5.285 -4.882 -2.213  0.000
H: -4.015 -3.678 -2.524  0.000
H: -4.550 -3.346 1.151  0.001
H: -3.338 -3.607 -0.094  0.001
H: -4.550 -4.869 0.238  0.000
H: -6.282 3.041 -1.139  0.000
H: -6.720 2.875 -2.851  0.000
H: -5.016 2.983 -2.373  0.000
H: -7.650 0.926 -0.644  0.000
H: -7.307 -0.558 -1.537  0.000
H: -8.035 0.829 -2.372  0.000
H: -4.485 0.883 -3.550  0.000
H: -6.160 0.601 -4.056  0.000
H: -5.292 -0.629 -3.112  0.000